1.
# C51H108F2N7O7S2

A cluster of 7 separate species, C51H108F2N7O7S2 in total in a non-equilibrium geometry (the ωB97M-V functional and the def2-TZVPD basis, OMol25).

Results
- Frontier orbital gap: 6.6 eV
- 2S+1: 1
- HOMO: -0.7225 hartree
- Net charge: +5

Atoms and positions in Å:
1 C 10.36182 -6.26511 -7.59026
2 C 9.99963 -6.08471 -6.09130
3 C 9.12241 -7.20610 -5.54235
4 C 9.91897 -8.50308 -5.14724
5 C 11.09148 -8.14817 -4.15987
6 C 12.13279 -7.25954 -4.78498
7 N 11.35712 -6.07516 -5.41272
8 O 12.06921 -4.80444 -5.63781
9 C 12.94331 -7.97448 -5.87981
10 C 13.08224 -6.83929 -3.60763
11 C 9.23646 -4.75333 -5.82611
12 H 10.56716 -7.32802 -7.71743
13 H 11.18121 -5.64990 -7.96203
14 H 9.52117 -6.18496 -8.27944
15 H 8.27462 -7.46066 -6.17839
16 H 8.70552 -6.93579 -4.57218
17 H 10.27678 -9.07907 -6.00065
18 H 9.24005 -9.23713 -4.71326
19 H 11.56731 -9.11394 -3.98970
20 H 10.60486 -7.85781 -3.22874
21 H 13.55687 -8.76323 -5.44447
22 H 13.64977 -7.32456 -6.39615
23 H 12.33022 -8.41667 -6.66510
24 H 13.96416 -6.31970 -3.98227
25 H 13.26058 -7.72037 -2.99119
26 H 12.69829 -6.11502 -2.88922
27 H 9.22185 -4.58200 -4.74976
28 H 8.19956 -4.75509 -6.16217
29 H 9.74117 -3.85632 -6.18491
30 C 17.26193 -20.75577 -0.89394
31 C 15.87989 -20.37319 -0.20754
32 C 15.84714 -20.53473 1.37416
33 C 16.77083 -19.59727 2.13003
34 C 16.46022 -18.09611 1.76920
35 C 16.26316 -17.73339 0.25222
36 N 15.65800 -18.88504 -0.52579
37 O 14.83558 -18.53117 -1.62672
38 C 17.66951 -17.55020 -0.27889
39 C 15.42885 -16.41235 0.20339
40 C 14.77631 -21.34048 -0.68064
41 H 17.13321 -20.51988 -1.95029
42 H 17.49169 -21.81863 -0.81879
43 H 18.16701 -20.20083 -0.64701
44 H 16.01451 -21.58553 1.61060
45 H 14.85528 -20.19519 1.67252
46 H 17.84653 -19.68911 1.97995
47 H 16.62971 -19.77608 3.19597
48 H 17.14922 -17.41630 2.27043
49 H 15.50401 -17.96679 2.27621
50 H 18.30868 -18.35215 0.09049
51 H 18.11885 -16.61227 0.04739
52 H 17.77602 -17.48801 -1.36189
53 H 15.46847 -15.78420 -0.68653
54 H 15.91332 -15.79855 0.96275
55 H 14.39018 -16.62710 0.45466
56 H 14.55258 -21.32396 -1.74731
57 H 13.79550 -21.28236 -0.20869
58 H 15.18187 -22.31154 -0.39666
59 C 9.81408 -11.30096 3.87247
60 C 10.61538 -10.65589 5.00817
61 C 12.08034 -10.40381 4.48262
62 C 12.10343 -9.30005 3.42100
63 C 11.65406 -7.96976 4.09557
64 C 10.22343 -7.97007 4.71231
65 N 10.03239 -9.30384 5.47143
66 O 8.78470 -9.45980 6.22575
67 C 9.18137 -7.91484 3.62747
68 C 10.16421 -6.74745 5.68286
69 C 10.66825 -11.56547 6.22583
70 H 9.94665 -10.82688 2.89996
71 H 8.74469 -11.44418 4.02739
72 H 10.32639 -12.25349 3.73713
73 H 12.30980 -11.34398 3.98110
74 H 12.69593 -10.20942 5.36090
75 H 11.70484 -9.60549 2.45357
76 H 13.12961 -9.08683 3.12169
77 H 11.80368 -7.13450 3.41144
78 H 12.41194 -7.79941 4.86022
79 H 9.28115 -8.74367 2.92663
80 H 9.24221 -6.97689 3.07552
81 H 8.22545 -7.78212 4.13413
82 H 9.17618 -6.62154 6.12564
83 H 10.36549 -5.86969 5.06876
84 H 10.90446 -6.69868 6.48145
85 H 10.89226 -12.60587 5.99026
86 H 9.68579 -11.73073 6.66806
87 H 11.33713 -11.09125 6.94404
88 C 12.86017 -16.56336 -2.73211
89 C 11.69778 -15.58324 -2.99376
90 C 11.79941 -14.45996 -1.95863
91 N 10.54849 -13.58487 -1.85450
92 C 10.41674 -12.69208 -3.03606
93 C 9.29569 -14.51397 -1.68286
94 C 8.26592 -13.58448 -1.04986
95 C 9.11262 -12.83250 -0.02509
96 C 10.48593 -12.77537 -0.53977
97 H 12.74775 -17.09125 -1.78511
98 H 13.84628 -16.10367 -2.79810
99 H 12.80861 -17.32513 -3.51002
100 H 10.89917 -16.31292 -2.86002
101 H 11.84459 -15.11753 -3.96826
102 H 12.49359 -13.73924 -2.39080
103 H 12.09869 -14.73256 -0.94659
104 H 11.28215 -12.03137 -2.98471
105 H 9.53167 -12.06332 -2.93905
106 H 10.46932 -13.31766 -3.92712
107 H 8.94891 -15.05487 -2.56336
108 H 9.60890 -15.32058 -1.02001
109 H 7.80485 -12.87102 -1.73286
110 H 7.55202 -14.21828 -0.52379
111 H 8.83553 -11.86007 0.38198
112 H 9.07243 -13.41558 0.89496
113 H 10.90478 -11.78393 -0.71218
114 H 11.15414 -13.24206 0.18397
115 C 15.69187 -9.05962 5.28206
116 C 15.62474 -10.37384 4.51912
117 C 16.73637 -11.45425 4.88376
118 N 16.88273 -12.66949 3.90965
119 C 15.47278 -13.22896 3.58740
120 C 17.77885 -13.64953 4.65071
121 C 18.73747 -14.19400 3.58996
122 C 19.10598 -12.97391 2.71451
123 C 17.63415 -12.45532 2.54686
124 H 15.31486 -9.18539 6.29702
125 H 15.12325 -8.33108 4.70412
126 H 16.72506 -8.71231 5.28252
127 H 15.55297 -10.18856 3.44739
128 H 14.63182 -10.76466 4.74156
129 H 16.56002 -11.82745 5.89259
130 H 17.64159 -10.85069 4.81747
131 H 14.99106 -12.60589 2.83386
132 H 15.04920 -13.19730 4.59123
133 H 15.70518 -14.23129 3.22764
134 H 17.22297 -14.49971 5.04606
135 H 18.45767 -13.14582 5.33888
136 H 18.30660 -14.91608 2.89638
137 H 19.60211 -14.56138 4.14270
138 H 19.53025 -13.23334 1.74456
139 H 19.70768 -12.22945 3.23588
140 H 17.11604 -13.05486 1.79839
141 H 17.60285 -11.39589 2.29241
142 C 16.30932 -9.04791 -4.56887
143 C 15.90412 -10.10996 -5.49832
144 C 15.08306 -11.25823 -4.82300
145 N 14.61422 -12.37702 -5.83224
146 C 13.65399 -11.71580 -6.89079
147 C 14.08964 -13.56993 -5.02781
148 C 14.42446 -14.79854 -5.93101
149 C 15.23827 -14.32943 -7.08235
150 C 15.79794 -13.00127 -6.63291
151 H 16.90408 -9.42713 -3.73788
152 H 15.48853 -8.53437 -4.06820
153 H 16.90607 -8.29336 -5.08137
154 H 16.78155 -10.38920 -6.08162
155 H 15.35624 -9.63998 -6.31506
156 H 14.19098 -10.85133 -4.34684
157 H 15.69385 -11.77269 -4.08114
158 H 13.16185 -12.61694 -7.25665
159 H 14.26864 -11.24966 -7.66087
160 H 12.98787 -11.05640 -6.33439
161 H 13.02189 -13.37202 -4.93385
162 H 14.60287 -13.59974 -4.06666
163 H 13.56974 -15.40618 -6.22821
164 H 14.99297 -15.52079 -5.34513
165 H 14.66414 -13.99684 -7.94714
166 H 15.99444 -15.01311 -7.46822
167 H 16.10477 -12.26715 -7.37792
168 H 16.60456 -13.21884 -5.93282
169 N 13.51886 -11.56817 -1.78891
170 S 13.46407 -10.24247 -1.10762
171 O 14.43605 -9.26426 -1.56964
172 O 13.08664 -10.14139 0.32917
173 F 12.21247 -9.64331 -1.84275
174 S 14.73573 -12.16929 -0.76779
175 O 14.33993 -13.27105 0.07365
176 O 15.78164 -11.33526 -0.28893
177 F 15.46087 -12.85617 -1.96627


2.
# C51H119ClN17O21

A cluster of 18 separate species, C51H119ClN17O21 in total in a non-equilibrium geometry (the ωB97M-V functional and the def2-TZVPD basis, OMol25).

Results
- Frontier orbital gap: 8.0 eV
- 2S+1: 1
- HOMO: -0.2508 hartree
- Net charge: -1

Atoms and positions in Å:
1 Cl -11.10919 -1.22566 -18.87996
2 O -9.78690 -1.76117 -19.30892
3 O -10.86464 -0.14976 -17.96573
4 O -11.84523 -0.60831 -19.98937
5 O -11.89747 -2.29068 -18.30451
6 C -11.61423 -1.37178 -14.38571
7 C -11.65448 -0.66494 -13.04504
8 O -11.66973 0.56222 -12.96736
9 N -11.54672 -1.39418 -11.97543
10 C -11.79562 -0.92370 -10.61939
11 H -12.53594 -1.93493 -14.53205
12 H -10.82694 -2.12222 -14.31439
13 H -11.38063 -0.67003 -15.18638
14 H -11.66969 -2.39241 -12.06781
15 H -12.00056 -1.71113 -9.89408
16 H -12.63352 -0.22743 -10.65444
17 H -10.90472 -0.38862 -10.29065
18 C -12.17570 -2.11440 -23.46876
19 C -12.44258 -2.79411 -24.75011
20 O -13.31538 -3.68546 -24.78971
21 N -11.86112 -2.35650 -25.83012
22 C -11.98043 -2.89819 -27.23148
23 H -11.24570 -2.48159 -23.03473
24 H -13.07458 -2.28863 -22.87735
25 H -12.14236 -1.03132 -23.58684
26 H -11.00801 -1.83556 -25.68545
27 H -12.51720 -3.84042 -27.34177
28 H -10.95675 -2.88428 -27.60563
29 H -12.49512 -2.16826 -27.85630
30 C -12.13729 -4.79518 -20.94698
31 C -10.85765 -5.49284 -21.40606
32 O -10.90187 -6.38333 -22.22578
33 N -9.70955 -4.91329 -20.96435
34 C -8.39961 -5.53133 -21.11529
35 H -12.81194 -5.47877 -20.43156
36 H -12.57631 -4.30197 -21.81422
37 H -11.85636 -4.00604 -20.24953
38 H -9.76774 -4.14242 -20.31437
39 H -7.58564 -4.83180 -21.30565
40 H -8.44825 -6.44992 -21.70003
41 H -8.26454 -6.00582 -20.14332
42 C -8.20406 -1.42681 -23.24474
43 C -8.54761 -1.10512 -24.67663
44 O -9.60244 -0.50630 -24.93255
45 N -7.64011 -1.43643 -25.56527
46 C -7.56445 -0.79383 -26.87847
47 H -7.88812 -2.46941 -23.20934
48 H -8.98471 -1.14421 -22.53846
49 H -7.29993 -0.85331 -23.04040
50 H -6.77819 -1.83889 -25.22586
51 H -7.32887 0.27001 -26.84912
52 H -8.53835 -0.94002 -27.34563
53 H -6.82437 -1.27189 -27.52021
54 C -2.68342 -2.19053 -18.33691
55 C -3.84561 -1.67509 -19.19139
56 O -3.62340 -0.83670 -20.07892
57 N -5.06573 -2.22393 -19.00377
58 C -6.23521 -1.81884 -19.63371
59 H -2.64705 -3.26962 -18.48638
60 H -2.90886 -1.86882 -17.32016
61 H -1.79942 -1.72318 -18.77075
62 H -5.14408 -2.52765 -18.04371
63 H -6.35232 -2.15294 -20.66462
64 H -6.23154 -0.74275 -19.80730
65 H -7.14346 -2.16647 -19.14144
66 C -11.53897 5.39971 -24.59694
67 C -12.29749 4.71148 -23.35922
68 O -13.26486 4.00044 -23.54859
69 N -11.80666 4.94060 -22.18783
70 C -12.36712 4.42435 -20.95605
71 H -11.22590 4.66187 -25.33565
72 H -10.71283 6.06133 -24.33643
73 H -12.21870 6.07062 -25.12223
74 H -10.83330 5.07711 -22.42030
75 H -13.44416 4.58844 -20.92214
76 H -11.94065 4.53691 -19.95928
77 H -12.32747 3.33598 -21.00048
78 C -15.20549 7.23563 -16.64877
79 C -14.04037 6.51422 -17.28661
80 O -13.62258 6.97320 -18.32967
81 N -13.49218 5.49272 -16.55504
82 C -12.27917 4.79103 -16.97285
83 H -15.16313 8.32152 -16.73341
84 H -15.42686 6.73883 -15.70416
85 H -16.05358 7.09826 -17.31957
86 H -13.71199 5.57375 -15.57259
87 H -11.57868 4.87773 -16.14225
88 H -11.74584 5.19746 -17.83219
89 H -12.47474 3.74132 -17.19190
90 C -18.73634 -5.20992 -17.96916
91 C -17.57340 -4.17656 -18.11598
92 O -17.35774 -3.49251 -19.10045
93 N -16.76687 -4.03663 -17.08605
94 C -15.61074 -3.12073 -17.02208
95 H -19.28544 -4.91369 -17.07539
96 H -18.27275 -6.15339 -17.68096
97 H -19.38754 -5.26202 -18.84169
98 H -16.96525 -4.43531 -16.17952
99 H -14.96593 -3.37369 -17.86371
100 H -15.00989 -3.15283 -16.11320
101 H -15.91361 -2.10247 -17.26606
102 C -16.91471 3.59941 -22.46021
103 C -16.69111 3.54736 -20.95345
104 O -17.37735 4.26954 -20.25168
105 N -15.75031 2.73029 -20.50626
106 C -15.35120 2.34461 -19.13769
107 H -17.88186 3.38689 -22.91581
108 H -16.14918 2.99364 -22.94509
109 H -16.73487 4.64957 -22.69023
110 H -15.28567 2.14069 -21.18197
111 H -16.27872 2.41648 -18.56968
112 H -14.67432 3.07425 -18.69323
113 H -15.03562 1.31165 -18.99099
114 C -7.86228 -5.32747 -16.72607
115 C -7.27940 -3.97037 -16.35917
116 O -6.10435 -3.73218 -16.29745
117 N -8.17118 -2.98498 -16.43608
118 C -7.81355 -1.55120 -16.18543
119 H -8.28649 -5.82635 -15.85471
120 H -7.11479 -5.99612 -17.15299
121 H -8.68299 -5.12036 -17.41283
122 H -9.15748 -3.17618 -16.53986
123 H -8.11725 -1.05795 -17.10877
124 H -6.77247 -1.37256 -15.91646
125 H -8.39015 -1.15343 -15.35031
126 C -8.74734 2.55864 -18.50521
127 C -8.51061 4.09072 -18.58496
128 O -7.74453 4.60885 -17.74755
129 N -9.01003 4.73024 -19.61748
130 C -8.63305 6.01781 -20.01273
131 H -9.07354 2.31647 -17.49375
132 H -7.81099 2.00323 -18.45146
133 H -9.59079 2.22104 -19.10746
134 H -9.63432 4.20806 -20.21554
135 H -9.57305 6.56885 -19.98331
136 H -8.38520 6.11978 -21.06927
137 H -7.85247 6.55703 -19.47604
138 C -14.12839 0.67515 -23.13841
139 C -15.01391 -0.31235 -22.50019
140 O -16.11528 -0.55715 -23.04315
141 N -14.64893 -0.83995 -21.40748
142 C -15.37573 -1.75330 -20.64845
143 H -14.05344 0.57423 -24.22114
144 H -13.14704 0.56742 -22.67641
145 H -14.19953 1.74615 -22.94863
146 H -13.71413 -0.72931 -21.04139
147 H -16.45864 -1.72446 -20.76915
148 H -15.17952 -1.38603 -19.64112
149 H -14.97151 -2.71911 -20.95163
150 C -10.23951 -8.40349 -16.81302
151 C -10.49936 -7.94714 -18.25823
152 O -10.08240 -8.73472 -19.15379
153 N -11.20706 -6.86240 -18.51661
154 C -11.73270 -5.99932 -17.53084
155 H -9.25629 -8.87225 -16.85336
156 H -11.03511 -8.92694 -16.28282
157 H -9.89686 -7.54058 -16.24198
158 H -11.30558 -6.66484 -19.50219
159 H -10.93861 -5.56715 -16.92193
160 H -12.39457 -6.54476 -16.85813
161 H -12.32693 -5.14253 -17.84850
162 C -12.08378 -8.50720 -13.55920
163 C -11.77017 -7.07167 -13.80396
164 O -10.60080 -6.67946 -14.06235
165 N -12.84282 -6.21325 -13.83588
166 C -12.65107 -4.77184 -14.10130
167 H -11.15460 -9.07695 -13.57048
168 H -12.88048 -8.90220 -14.18956
169 H -12.37584 -8.47764 -12.50947
170 H -13.79848 -6.50623 -13.98070
171 H -11.76766 -4.25988 -13.71974
172 H -13.58066 -4.29886 -13.78467
173 H -12.59749 -4.83332 -15.18825
174 C -7.82681 3.78969 -24.37376
175 C -8.87052 3.27189 -23.48309
176 O -9.13465 4.10045 -22.58054
177 N -9.48464 2.06700 -23.50262
178 C -10.35888 1.58189 -22.47033
179 H -7.49202 2.91879 -24.93728
180 H -6.97261 4.08718 -23.76553
181 H -8.12081 4.55800 -25.08885
182 H -9.42855 1.38527 -24.24573
183 H -9.93045 1.40141 -21.48444
184 H -10.54077 0.51810 -22.62320
185 H -11.31788 2.08786 -22.58180
186 C -9.17333 5.55927 -14.72667
187 C -9.36248 4.11494 -14.50312
188 O -10.26303 3.69780 -13.72925
189 N -8.47464 3.27695 -15.07649
190 C -8.66300 1.86716 -14.91869
191 H -8.19639 6.02444 -14.59511
192 H -9.89104 5.98322 -14.02433
193 H -9.50051 5.73737 -15.75104
194 H -7.91344 3.58311 -15.85843
195 H -8.43278 1.63729 -13.87838
196 H -7.98437 1.27498 -15.53261
197 H -9.65875 1.50010 -15.16735
198 C -14.33756 0.47680 -15.90293
199 C -14.47593 1.78103 -15.10754
200 O -15.56958 2.30360 -15.09671
201 N -13.40152 2.26817 -14.56227
202 C -13.39652 3.42265 -13.63466
203 H -14.68586 -0.27309 -15.19267
204 H -13.36470 0.18686 -16.29990
205 H -14.99937 0.29657 -16.75005
206 H -12.49965 1.84828 -14.73666
207 H -13.08331 4.26121 -14.25661
208 H -12.65220 3.40292 -12.83861
209 H -14.37798 3.53711 -13.17450


Q: 2S+1 of number 2 (C51H119ClN17O21)?
A: 1


Q: Number 2 is which compound?
A: C51H119ClN17O21